Here is a structure of composition C45H39F3N2O3P2PdS2 from the Open Molecules 2025 dataset. Energies are from wB97M-V/def2-TZVPD.

Its total energy is -108304.012 eV. As for the spin multiplicity: 1. For the energy relative to the best compared isomer or geometry (same formula, charge and spin), the calculation gives 0.00 kcal per mole. Its total charge is -2. The value obtained for the HOMO energy is -0.8 eV. For the strongest force on any atom, the calculation gives 0.95 eV/A. As for the orbital gap: 5.1 eV.

```
97
Properties=species:S:1:pos:R:3:forces:R:3
N -0.815 3.085 0.327 -0.28 0.02 -0.17
C 3.659 -1.784 -3.928 -0.01 -0.02 0.01
H 1.071 3.658 -3.337 0.01 0.01 0.00
C -2.695 5.531 -1.857 -0.05 0.04 -0.13
C 2.909 -2.624 -1.775 0.00 0.02 0.01
H 0.794 1.342 4.915 0.00 0.00 0.00
C -1.885 -6.534 2.514 0.01 0.00 0.02
H 1.726 -4.344 -0.282 -0.04 0.02 0.02
H -0.312 -6.284 3.956 -0.01 0.00 0.00
C 2.698 -1.139 0.197 0.08 -0.02 -0.02
F -2.102 5.425 -3.068 -0.13 0.04 0.17
H -2.091 1.026 3.681 -0.01 0.02 0.01
C -3.116 2.713 2.809 -0.02 0.00 -0.06
C -3.959 3.158 1.792 0.01 -0.02 0.00
H 3.004 -4.780 -1.614 0.01 0.01 -0.02
H -2.327 -7.386 3.016 0.00 0.00 0.00
C 1.351 2.187 -1.816 0.04 -0.04 -0.09
H 0.224 3.461 2.040 -0.01 -0.01 0.01
C -1.894 4.935 -0.742 0.10 -0.04 0.10
F -2.876 6.880 -1.671 -0.01 -0.16 -0.08
C 3.610 1.670 -1.230 -0.02 -0.04 -0.03
H -3.366 -6.471 0.960 0.00 -0.01 0.00
C -2.724 1.386 2.880 0.03 -0.07 0.02
H 3.517 4.043 -3.649 0.00 0.00 0.00
C -1.596 3.535 -0.699 0.11 0.04 0.05
C 3.653 2.041 3.245 0.00 0.00 -0.01
C -3.177 0.462 1.933 -0.04 0.07 0.33
C -2.463 -6.023 1.360 0.01 0.02 -0.02
S -2.140 2.414 -1.864 -0.07 0.02 -0.02
H -5.248 4.759 2.443 0.00 0.00 -0.01
C -0.385 3.914 1.260 0.02 -0.03 -0.04
C 2.763 1.958 4.307 -0.02 -0.01 -0.01
H 2.186 -3.562 1.223 0.03 0.03 0.03
C -4.009 0.907 0.909 0.10 -0.15 -0.18
C -0.564 -2.890 -1.244 0.00 -0.04 -0.14
H -1.664 6.834 0.208 0.02 0.00 0.00
O -4.188 -1.746 2.868 -0.13 0.10 0.03
H 0.148 0.557 2.651 -0.10 -0.20 0.09
H -4.347 0.196 0.165 0.00 0.01 0.01
C 3.648 -4.132 -3.532 -0.01 0.03 0.02
H 0.287 2.004 -1.715 -0.05 0.02 0.04
H -3.612 5.272 2.019 0.01 0.00 0.00
C 3.169 -1.561 -2.652 0.02 0.01 -0.03
C -1.910 -4.923 0.719 -0.05 -0.01 0.02
H 3.829 -5.150 -3.860 0.00 0.00 0.00
C -4.420 4.591 1.746 0.01 -0.01 0.00
H -0.512 -5.006 -3.909 0.00 0.01 -0.01
C -0.766 -4.308 1.223 0.13 -0.11 0.09
Pd -1.001 0.458 0.573 0.81 0.22 -0.46
N 2.438 -2.385 -0.500 -0.04 -0.08 0.01
H 3.045 2.327 5.287 0.00 0.00 0.00
C -1.422 5.780 0.245 -0.02 -0.05 0.02
C 4.066 2.590 -2.162 -0.01 0.02 0.00
C 1.505 1.408 4.100 0.00 -0.01 0.02
F -3.940 5.027 -1.980 0.14 0.10 0.01
O -1.796 -1.351 3.143 -0.03 -0.07 -0.01
C -0.370 -4.053 -1.997 -0.02 0.09 0.05
H 2.782 -1.384 1.259 -0.04 -0.01 0.01
H 2.939 -0.552 -2.352 -0.01 0.08 0.04
C 1.801 3.115 -2.748 -0.02 -0.02 0.00
O -2.725 -1.872 0.922 -0.11 0.05 0.26
C -4.380 2.240 0.835 0.02 0.06 0.05
C 2.028 1.020 1.768 0.12 -0.07 0.00
C -0.657 5.273 1.286 0.00 0.05 -0.03
H 3.996 1.664 1.175 -0.03 0.01 0.10
H 4.634 2.481 3.391 0.00 0.00 0.00
H -1.418 -2.986 -5.037 0.00 -0.01 0.00
H 4.346 1.097 -0.677 -0.01 -0.02 -0.06
C -0.757 -5.918 3.038 -0.01 0.01 -0.02
H 0.631 -4.304 2.859 0.01 0.00 -0.01
H -2.752 3.420 3.549 0.00 0.01 -0.01
H -1.793 -0.914 -3.713 -0.01 -0.01 -0.01
H -4.987 2.578 0.003 0.00 0.00 -0.01
C -0.214 -4.810 2.406 -0.02 -0.02 -0.05
H 4.270 -3.242 -5.393 0.00 0.00 0.00
H -0.276 5.906 2.077 -0.01 0.00 0.00
C -0.678 -4.094 -3.346 -0.03 0.06 -0.08
C 1.143 0.947 2.842 0.03 0.10 0.00
C -1.187 -2.962 -3.978 0.03 -0.11 0.01
H -2.389 -4.515 -0.160 0.01 0.00 0.02
P 1.431 0.295 0.162 -0.55 0.20 0.33
H 3.823 -0.929 -4.574 0.00 0.00 0.00
C 3.160 3.324 -2.920 0.01 -0.01 0.02
C 2.241 1.462 -1.030 0.02 -0.02 -0.07
C 3.168 -3.922 -2.250 0.01 -0.04 -0.02
C 3.290 1.570 1.989 0.00 0.03 0.03
C -1.397 -1.807 -3.245 0.04 0.04 0.13
P -0.049 -2.776 0.524 -0.17 0.12 0.07
C -1.092 -1.771 -1.886 -0.04 -0.07 -0.07
H 5.132 2.730 -2.301 0.00 0.00 0.00
C 1.711 -3.396 0.249 -0.12 0.01 -0.04
H -4.762 4.861 0.746 0.01 -0.01 -0.01
C 3.904 -3.070 -4.389 0.00 0.00 -0.01
S -2.952 -1.290 2.254 0.31 -0.18 -0.39
H -1.272 -0.848 -1.338 0.03 -0.05 0.12
H 0.019 -4.947 -1.521 0.00 0.02 0.01
H 3.681 -0.772 -0.111 -0.01 0.03 -0.01
```
Forces are in eV/Å.

---

Here is a cluster of 3 separate species, C30H47F2N8O4S3Si in total from the Open Molecules 2025 dataset. Energies are from wB97M-V/def2-TZVPD.

Its total energy is -97792.366 eV. As for the spin multiplicity: 1. Its total charge is +1. The value obtained for the HOMO energy is -11.3 eV. For the strongest force on any atom, the calculation gives 2.67 eV/A. As for the orbital gap: 7.6 eV.

```
95
Properties=species:S:1:pos:R:3:forces:R:3
Si -2.838 -1.620 -2.906 -0.01 -0.51 -0.41
H -1.743 -0.665 -4.952 0.03 -0.11 -0.07
H -3.408 0.385 -1.622 0.24 0.33 0.13
H 5.454 -1.959 -1.978 -0.24 -0.01 0.04
H 1.661 2.597 -1.524 -0.13 -0.60 -0.04
N 0.406 1.428 -0.276 -0.09 0.31 -0.36
C 8.375 -5.675 1.602 -0.07 0.37 -0.04
H 0.259 5.518 1.819 -0.14 -0.16 0.08
C -5.152 -2.273 -4.433 0.05 0.00 -0.12
H -2.326 -2.315 -5.257 -0.01 0.11 0.01
H -0.025 2.818 -1.840 -0.26 -0.27 0.27
H -0.558 -0.801 -1.174 -0.06 0.04 -0.09
H 9.386 -3.766 1.594 0.02 -0.03 -0.08
H 7.017 -4.300 1.835 -0.05 0.15 0.01
H -6.876 -2.735 -5.585 -0.06 -0.03 0.06
H -7.600 -1.453 -1.597 -0.04 0.00 -0.07
H 9.666 -4.724 3.041 0.01 -0.07 0.00
H 0.980 -0.944 3.017 0.09 -0.11 -0.22
C 5.532 -1.518 0.176 0.00 -0.21 0.47
H 2.279 0.215 2.570 0.04 -0.32 -0.06
H -6.326 2.940 2.684 0.03 -0.05 -0.07
H 0.708 3.480 0.967 0.06 -0.07 -0.09
C -2.306 -3.141 -1.919 -0.16 0.27 -0.43
C -5.562 -1.500 -2.192 0.07 -0.11 -0.09
H -8.450 -2.211 -3.744 0.03 -0.01 -0.13
C 0.765 3.871 -0.055 -0.71 -0.27 -0.35
H 3.702 0.328 -1.511 -0.29 -0.26 -0.06
H 4.542 -3.072 -0.872 -0.09 0.20 -0.34
N 1.125 -2.704 0.045 0.65 2.05 -0.43
H 10.477 -5.163 1.526 0.00 0.03 0.00
C 0.687 2.656 -1.036 0.83 1.30 0.53
N 2.835 -2.053 1.582 -0.31 0.53 -1.39
C 3.501 -0.022 -0.494 1.74 0.36 0.06
H 0.609 0.710 2.632 -0.14 -0.12 -0.32
O 7.166 -5.188 2.178 -0.05 -0.17 0.04
O -2.123 3.457 4.306 -1.70 -1.77 -1.04
S -2.072 4.825 1.994 -0.36 -0.55 -0.09
C 1.369 0.713 0.229 -0.08 -0.92 0.18
H 5.553 0.554 -0.284 -0.11 0.01 0.03
H -2.625 -4.007 -2.509 0.01 0.06 0.04
H -2.019 0.714 -2.718 -0.28 0.09 0.02
O -5.824 5.529 2.098 -0.08 0.09 -0.14
C 1.262 -0.123 2.363 -0.44 0.30 0.69
C 5.432 -2.452 -1.005 0.24 -0.03 0.41
C -1.611 4.503 3.641 0.81 0.26 0.93
N -0.824 5.149 4.431 0.54 1.36 -1.19
C -1.014 1.035 -0.091 -1.38 -0.66 -0.47
H -1.836 2.806 6.312 -0.27 -0.16 -0.20
H -1.217 -3.180 -1.875 -0.02 -0.09 0.35
H -0.863 -2.098 -4.338 0.00 0.21 0.00
C 2.002 -1.559 0.477 -1.08 -2.14 0.70
C -6.314 4.525 1.215 0.20 -0.15 0.30
H -7.399 2.653 1.301 0.01 -0.02 0.02
H -5.192 -1.160 -1.231 -0.05 0.05 0.03
C -7.014 3.416 1.980 -0.04 0.01 0.00
H 8.253 -5.734 0.514 0.13 -0.12 -0.01
C -7.381 -2.097 -3.613 -0.81 -0.15 -0.13
C 1.375 -3.128 -1.071 0.30 -2.11 0.22
H 2.905 1.971 -0.124 0.07 -0.09 -0.14
C -1.443 -0.249 -0.857 -0.42 0.41 0.62
H -1.957 -0.859 -0.110 0.31 -0.08 0.04
C -2.446 0.023 -1.987 0.41 -0.94 -0.29
C -1.607 3.513 5.537 0.71 1.12 -0.16
H -4.472 -2.539 -5.230 0.03 0.06 -0.03
C -1.852 -1.662 -4.520 -0.11 -0.11 0.32
H -0.134 5.703 -0.889 0.06 -0.30 -0.26
N 1.060 -0.491 0.926 1.30 1.12 -0.14
C -0.376 4.888 -0.206 0.09 0.41 1.10
F -1.296 0.965 1.227 0.46 -0.10 0.04
H -7.006 5.010 0.529 0.05 0.11 0.03
C -6.505 -2.398 -4.624 -0.40 -0.39 -1.05
C 2.489 -3.105 2.098 -0.30 -0.02 1.24
H 4.759 0.216 1.245 0.10 -0.30 0.05
H 8.530 -6.683 1.983 -0.10 -0.01 0.02
C -6.907 -1.667 -2.404 -0.60 0.38 1.22
C 4.871 -0.143 0.221 -0.34 -0.11 -0.55
N 6.181 -1.928 1.186 0.11 0.26 -0.07
N 2.683 1.026 0.162 -0.78 0.28 -0.56
S 1.968 -4.274 2.961 0.35 -0.14 -0.29
H -5.203 5.109 2.701 -0.02 0.06 0.02
H -0.841 6.614 1.042 -0.08 -0.08 0.04
H 1.732 4.371 -0.143 -0.08 0.01 -0.06
H 6.277 -3.136 -0.927 0.02 0.10 -0.12
F -1.777 2.059 -0.538 0.60 0.34 0.06
H 6.148 -1.211 1.912 0.11 -0.28 0.22
S 1.792 -4.064 -2.244 -0.34 0.60 -0.33
O 2.758 -1.199 -0.634 -0.45 0.86 0.58
H -5.477 4.120 0.633 -0.10 -0.05 -0.13
C -4.691 -1.809 -3.220 1.93 0.57 0.39
N -0.817 4.525 5.625 0.39 -0.47 1.33
C 9.550 -4.783 1.958 0.03 -0.01 0.03
H -2.780 -3.234 -0.940 0.24 0.04 0.05
H -7.843 3.820 2.561 -0.03 0.01 -0.06
H -1.316 4.424 -0.507 0.20 -0.06 -0.28
C -0.620 5.554 1.172 0.08 0.63 0.02
```
Forces are in eV/Å.

---

Here is a structure of composition C28H27IrN6O6 from the Open Molecules 2025 dataset. Energies are from wB97M-V/def2-TZVPD.

Its total energy is -53538.890 eV. As for the spin multiplicity: 1. For the energy relative to the best compared isomer or geometry (same formula, charge and spin), the calculation gives 0.00 kcal per mole. The value obtained for the HOMO energy is -7.6 eV. For the strongest force on any atom, the calculation gives 0.50 eV/A. As for the orbital gap: 7.0 eV.

```
68
Properties=species:S:1:pos:R:3:forces:R:3
O 8.817 -0.033 -0.473 -0.05 0.02 -0.04
H -0.919 2.046 -4.247 0.00 0.00 0.00
C -3.116 2.894 0.433 0.01 -0.02 -0.01
H -2.490 -0.292 1.447 0.01 0.01 -0.01
H 4.480 -2.002 -0.657 0.00 0.01 -0.01
H -3.995 3.525 0.292 0.00 0.00 0.00
C -2.310 3.344 -3.222 0.00 0.00 -0.02
H -0.981 -3.123 6.604 0.00 0.00 0.00
N -1.083 -2.105 0.465 0.07 0.23 0.05
H -2.502 -3.538 0.375 0.01 0.00 0.01
C 2.468 -0.238 -0.553 0.09 -0.22 -0.10
H -3.160 2.751 -3.565 0.00 0.00 0.00
N -1.563 0.616 -0.177 -0.01 -0.05 -0.11
C -1.938 -2.799 -0.188 0.06 0.00 -0.02
C 6.197 -0.714 -0.557 0.01 0.02 -0.01
H -3.502 4.281 -1.692 0.00 0.00 0.00
H -1.352 -3.048 4.154 0.00 0.00 0.00
C -1.860 -1.821 -3.848 -0.04 0.00 -0.04
C -1.456 -1.843 -2.498 0.00 -0.18 -0.06
H -4.530 -3.906 -3.767 0.00 0.00 0.00
H -1.536 1.124 1.853 -0.02 -0.01 0.00
H -0.171 3.120 -3.067 -0.01 0.00 0.00
C -3.483 1.569 1.059 -0.01 0.01 0.01
H -0.680 0.558 -2.464 0.06 -0.10 0.00
O 0.445 -0.457 1.725 -0.17 -0.12 -0.02
C -3.682 -3.334 -3.418 0.01 0.01 0.03
C 4.841 -0.985 -0.589 0.00 -0.03 0.05
O -0.385 -1.143 -2.192 0.22 0.19 0.09
C -0.150 -1.419 2.368 -0.10 -0.02 -0.15
C -1.741 1.559 -1.086 -0.11 -0.04 -0.03
H -3.854 -3.999 -1.401 0.00 0.00 0.00
Ir 0.041 -0.670 -0.256 0.26 0.04 0.13
N -1.167 1.434 -2.296 0.06 0.13 0.06
H -3.218 -2.490 -5.344 0.00 0.00 0.00
C 1.198 -0.662 5.795 0.00 0.00 0.01
C -2.536 3.783 -1.791 0.00 -0.01 0.00
H 6.937 -1.498 -0.609 0.00 0.00 0.00
H 1.918 0.006 6.249 0.00 0.00 0.00
O 1.605 0.666 -0.779 0.16 0.00 0.05
N -2.541 2.647 -0.879 -0.02 0.05 0.05
C -2.208 -2.646 -1.602 -0.02 -0.02 0.02
H -2.413 3.443 1.073 0.00 0.00 0.00
N -0.942 -2.312 1.830 0.01 0.00 0.16
H -4.250 1.082 0.453 -0.01 0.00 0.00
H 3.618 2.168 -0.378 -0.01 0.01 0.00
C 0.491 -1.561 6.580 0.00 0.00 0.00
O 8.381 2.067 -0.312 -0.04 -0.03 -0.04
C -2.943 -2.539 -4.297 0.01 0.01 0.02
C 3.924 0.058 -0.526 -0.05 0.19 -0.10
C 6.600 0.606 -0.451 -0.02 0.00 -0.03
C 0.985 -0.619 4.425 -0.01 0.00 0.00
H 6.076 2.670 -0.293 0.00 0.00 0.00
C -2.236 0.715 1.118 -0.01 -0.04 0.06
C 0.065 -1.479 3.835 0.03 -0.01 0.03
H -3.881 1.712 2.063 0.00 0.00 0.00
H -1.272 -1.217 -4.527 0.01 0.00 -0.01
C -0.643 -2.382 4.625 0.02 0.00 0.01
O 2.074 -1.416 -0.321 -0.50 -0.04 -0.09
C -3.300 -3.380 -2.098 -0.02 -0.01 -0.03
C -1.053 2.501 -3.267 -0.03 0.01 0.01
C 5.707 1.659 -0.380 0.01 0.02 -0.01
C -0.430 -2.420 5.993 0.00 0.00 0.00
H 1.528 0.076 3.800 0.00 0.00 0.00
H -1.766 4.506 -1.491 0.00 0.00 -0.01
C 4.352 1.376 -0.425 0.04 -0.02 -0.03
H -2.217 4.218 -3.867 0.00 0.00 0.00
N 8.047 0.904 -0.414 0.08 0.00 0.12
H 0.657 -1.594 7.650 0.00 0.00 0.00
```
Forces are in eV/Å.

---

Here is a cluster of 2 separate species, C3H7N4S in total from the Open Molecules 2025 dataset. Energies are from wB97M-V/def2-TZVPD.

Its total energy is -20010.386 eV. As for the spin multiplicity: 1. For the energy relative to the best compared isomer or geometry (same formula, charge and spin), the calculation gives 52.47 kcal per mole. Its total charge is +1. The value obtained for the HOMO energy (alpha / beta) is -12.4 / -12.4 eV. For the strongest force on any atom, the calculation gives 2.70 eV/A. As for the orbital gap (alpha / beta): 6.0 / 6.0 eV.

```
15
Properties=species:S:1:pos:R:3:forces:R:3
S -1.549 -1.448 0.599 -0.51 2.06 -0.11
H 2.390 0.316 1.378 0.20 1.31 -0.38
N -0.114 0.602 -0.339 -0.38 0.78 0.43
C 0.403 -1.391 -1.299 -1.57 -1.15 -0.03
H -2.227 2.107 -0.204 0.11 -0.21 0.50
H 0.886 -1.966 -2.092 0.68 0.80 0.41
H 3.287 1.761 1.141 -1.21 -0.52 -0.05
H -3.135 0.880 0.617 -0.89 0.21 0.24
N 0.742 -0.158 -0.893 0.35 0.04 -1.20
C -1.306 0.318 0.157 -0.54 -1.13 0.25
N -2.250 1.277 0.396 1.89 -1.68 -0.95
H -0.555 -3.163 -0.618 -0.20 -0.22 -0.19
N 2.452 1.215 0.857 -0.33 -0.13 0.49
C -0.572 -2.084 -0.617 0.78 0.34 0.34
H 1.547 1.735 0.917 1.62 -0.49 0.25
```
Forces are in eV/Å.